1.
2 unconnected molecules or ions with the total composition C2H9N2O at a distorted geometry. Source: the Open Molecules 2025 dataset; level of theory: ωB97M-V with the def2-TZVPD basis set.

Geometry as ORCA input:
```
! RIJCOSX wB97M-V def2-TZVPD def2/J DEFGRID3
* xyz 0 2
C -0.9402 -2.2556 -1.2370
O -0.7698 -1.2527 -0.3110
H -0.2053 -2.2645 -2.0675
H -1.9288 -2.3205 -1.7014
H -0.7870 -3.3070 -0.8404
N -0.5778 1.4271 0.4440
C 0.7281 1.7512 0.9869
N 1.8339 0.9942 0.3491
H -1.4178 1.6205 0.9860
H -0.9356 0.4307 0.1695
H 0.8932 1.4699 2.0676
H 0.8499 2.8334 0.8295
H 1.4394 0.7398 -0.5594
H 1.8177 0.1336 0.8841
*
```

Output
Highest occupied orbital energy (alpha / beta) in eV: -8.69 / -8.68
Gap between HOMO and LUMO (alpha / beta) in eV: 9.434 / 6.384
Energy relative to the best compared isomer or geometry (same formula, charge and spin) in kJ/mol: 155.3
Electronic energy in eV: -7244.0888
Lowest unoccupied orbital energy (alpha / beta) in eV: 0.7 / -2.3

Mulliken atomic charge list, values in e, 4 entries: -0.545 -0.371 0.273 0.273

---

2.
A molecular structure, C14H15FeNS at a distorted geometry. Source: the Open Molecules 2025 dataset; level of theory: ωB97M-V with the def2-TZVPD basis set.

Geometry as ORCA input:
```
! RIJCOSX wB97M-V def2-TZVPD def2/J DEFGRID3
* xyz -2 5
C 0.0360 -1.3257 -1.7509
C -1.2638 -1.2447 -1.1485
C -1.1358 -1.5718 0.2441
C 0.2570 -1.8459 0.5043
C 0.9783 -1.6916 -0.7286
Fe 0.0062 0.0325 -0.1999
C -0.9932 1.5189 -1.0997
C 0.3460 1.8505 -1.5870
C 0.7473 2.6804 -2.5891
N 1.3970 0.9895 -0.7187
H -1.9568 -1.6762 0.9482
H -2.2020 -1.0439 -1.6589
H 0.6721 -2.2232 1.4312
H 2.0385 -1.8889 -0.8615
H 0.2597 -1.2011 -2.8078
H -1.7095 1.2424 -1.8833
H 2.3584 1.2526 -0.9188
H -1.4100 2.2426 -0.3879
H -0.0239 3.2058 -3.1539
H 1.7998 2.8164 -2.8289
S -0.1000 0.9303 1.7384
C -0.1954 -0.0442 3.1604
C 0.9057 -0.8271 3.5700
C 0.8778 -1.4757 4.8018
C -0.2467 -1.3688 5.6301
C -1.3534 -0.6143 5.2177
C -1.3391 0.0400 3.9889
H 1.7692 -0.8955 2.9100
H 1.7414 -2.0636 5.1157
H -0.2596 -1.8726 6.5984
H -2.2292 -0.5288 5.8623
H -2.1810 0.6358 3.6408
*
```

Output
Highest occupied orbital energy (alpha / beta) in eV: 3.49 / -0.53
Gap between HOMO and LUMO (alpha / beta) in eV: 1.731 / 5.698
Electronic energy in eV: -61466.7335
Lowest unoccupied orbital energy (alpha / beta) in eV: 5.2 / 5.2

Mulliken atomic charge list, values in e, 4 entries: -0.213 -0.470 -0.913 -0.654

---

3.
C19H34N4OS in the gas phase. Source: the Open Molecules 2025 dataset; level of theory: ωB97M-V with the def2-TZVPD basis set.

Geometry as ORCA input:
```
! RIJCOSX wB97M-V def2-TZVPD def2/J DEFGRID3
* xyz 0 1
C -5.7435 3.2675 2.6807
C -4.5853 2.2795 2.5521
C -3.3591 2.8184 3.2825
C -4.2960 2.0108 1.0707
C -3.2513 0.9080 0.8291
N -1.9399 1.4749 0.5344
C -0.8116 0.6975 1.0224
C -0.4826 -0.5142 0.1505
N -0.2171 -0.0574 -1.2007
C 0.2578 -1.1267 -2.0592
C 1.6198 -1.5717 -1.6471
C 2.6671 -0.8261 -1.2213
N 3.8105 -1.4923 -0.9151
C 3.6805 -2.7627 -1.1024
N 4.6303 -3.6784 -0.8828
C 4.4924 -5.0682 -1.2563
C 5.8634 -5.6648 -0.9440
C 6.8085 -4.4817 -1.1555
C 6.0036 -3.3104 -0.5983
S 2.0790 -3.2603 -1.6795
C -1.4015 0.5859 -1.7314
C -1.7736 1.8131 -0.8804
C -0.7394 2.9306 -1.0739
C -1.1298 4.2121 -0.3346
O -1.0788 4.0827 1.0593
H -5.9731 3.4515 3.7276
H -6.6386 2.8821 2.1968
H -5.4823 4.2159 2.2164
H -4.8862 1.3335 3.0191
H -2.5239 2.1279 3.2096
H -3.5860 2.9673 4.3361
H -3.0533 3.7726 2.8614
H -3.9522 2.9366 0.6071
H -5.2328 1.7267 0.5861
H -3.1690 0.2907 1.7262
H -3.5981 0.2505 0.0190
H -1.0205 0.3749 2.0448
H 0.0631 1.3516 1.0469
H 0.4106 -1.0099 0.5356
H -1.3196 -1.2393 0.1721
H 0.2967 -0.7371 -3.0841
H -0.4270 -1.9956 -2.0586
H 2.6434 0.2417 -1.1058
H 4.2496 -5.1544 -2.3245
H 3.6835 -5.5396 -0.6895
H 5.9014 -5.9890 0.0962
H 6.0974 -6.5129 -1.5834
H 6.9931 -4.3368 -2.2205
H 7.7622 -4.6087 -0.6486
H 6.1418 -3.2134 0.4851
H 6.2370 -2.3503 -1.0614
H -1.1989 0.9097 -2.7548
H -2.2569 -0.1173 -1.7637
H -2.7405 2.1879 -1.2376
H 0.2385 2.5925 -0.7344
H -0.6677 3.1521 -2.1398
H -0.4389 5.0193 -0.5953
H -2.1421 4.5160 -0.6532
H -1.5140 3.2370 1.2698
*
```

Output
Highest occupied orbital energy in eV: -7.56
Gap between HOMO and LUMO in eV: 8.189
Structure (SMILES): CC(C)CCN1CCN(Cc2cnc(N3CCCC3)s2)C[C@@H]1CCO
Energy relative to the best compared isomer or geometry (same formula, charge and spin) in kJ/mol: 0.2
Electronic energy in eV: -39098.0214
Lowest unoccupied orbital energy in eV: 0.6

Mulliken atomic charge list, values in e, 4 entries: -1.608 0.702 -1.318 -0.814

---

4.
A molecular structure, C33H25AgGeN4O2S. Source: the Open Molecules 2025 dataset; level of theory: ωB97M-V with the def2-TZVPD basis set.

Geometry as ORCA input:
```
! RIJCOSX wB97M-V def2-TZVPD def2/J DEFGRID3
* xyz 0 1
Ag 1.9174 0.2936 1.0549
S 5.7611 -5.9343 -1.3376
N 4.2215 -5.8009 -0.8681
C 4.0882 -4.6010 -0.3302
C 2.8749 -4.0634 0.2503
C 1.6752 -4.7774 0.3008
C 0.5770 -4.1892 0.8885
C 0.7142 -2.9065 1.4227
N 1.8450 -2.2244 1.3797
C 2.9122 -2.7722 0.7885
C 4.1460 -1.9597 0.7186
N 4.0898 -0.7080 1.1903
C 5.1762 0.0453 1.1479
C 6.3932 -0.4046 0.6343
C 6.4627 -1.6848 0.1315
C 5.3197 -2.4862 0.1699
C 5.2867 -3.8358 -0.3566
N 6.3022 -4.4728 -0.9131
H 1.6308 -5.7725 -0.1211
H -0.3744 -4.6989 0.9451
H -0.1253 -2.4116 1.8996
H 5.0713 1.0522 1.5343
H 7.2507 0.2528 0.6271
H 7.3751 -2.0815 -0.2929
O 0.0688 1.3921 2.1012
C 0.5267 2.5076 1.7294
O 1.7043 2.6921 1.3418
C -0.4490 3.6781 1.6934
C -1.8987 3.2153 1.6114
Ge -2.2990 1.9309 0.1712
C -0.7051 1.3388 -0.8173
C 0.0506 2.2538 -1.5452
C 1.2214 1.8736 -2.1891
C 1.6499 0.5560 -2.1298
C 0.8886 -0.3829 -1.4360
C -0.2771 0.0132 -0.7855
C -3.4548 2.7079 -1.2142
C -3.8652 4.0376 -1.1977
C -4.6280 4.5699 -2.2305
C -4.9951 3.7733 -3.3031
C -4.5926 2.4445 -3.3396
C -3.8281 1.9243 -2.3073
C -3.1648 0.3360 0.9230
C -4.4007 -0.1191 0.4696
C -4.9900 -1.2551 1.0118
C -4.3489 -1.9540 2.0227
C -3.1220 -1.5060 2.4948
C -2.5365 -0.3718 1.9518
H -0.1686 4.3214 0.8575
H -0.2925 4.2725 2.5987
H -2.5723 4.0725 1.5310
H -2.1659 2.6913 2.5300
H -0.2632 3.2908 -1.6041
H 1.8024 2.6107 -2.7282
H 2.5608 0.2531 -2.6315
H 1.1942 -1.4234 -1.4143
H -0.8501 -0.7247 -0.2336
H -3.5933 4.6818 -0.3692
H -4.9335 5.6081 -2.1941
H -5.5890 4.1846 -4.1095
H -4.8701 1.8156 -4.1764
H -3.5103 0.8874 -2.3612
H -4.9204 0.4171 -0.3167
H -5.9528 -1.5895 0.6456
H -4.8071 -2.8377 2.4493
H -2.6266 -2.0356 3.3004
H -1.5876 -0.0104 2.3353
*
```

Output
Highest occupied orbital energy in eV: -8.21
Gap between HOMO and LUMO in eV: 7.267
Energy relative to the best compared isomer or geometry (same formula, charge and spin) in kJ/mol: 23.0
Electronic energy in eV: -116034.4141
Lowest unoccupied orbital energy in eV: -0.9

Mulliken atomic charge list, values in e, 4 entries: 0.543 0.141 -0.661 0.651

---

> Which of these has the lowest electronic energy?

C33H25AgGeN4O2S